Molecular formula: C30H36BF6N6NaO9S2
Method: DFT, ωB97M-V/def2-TZVPD

Results
calculated total energy	-102129.12800	eV
LUMO (spin up / spin down)	3.721 / 3.716	eV
orbital gap (spin up / spin down)	0.1780 / 0.1402	Eh
total charge	-2
F_max	1.49	eV/Å
ΔE to the lowest compared entry with this formula, charge and spin	89.7	kcal per mole

The geometry in XYZ format:
```
91
C30H36BF6N6NaO9S2, DFT ωB97M-V/def2-TZVPD
O 1.32 0.83 -1.94
C 0.82 0.64 -5.93
O 3.36 -2.07 -4.09
H 2.52 -3.97 -4.31
C -4.32 5.92 -1.10
O -2.73 2.98 0.42
F -4.14 -2.02 -1.00
F -1.83 -2.33 3.22
H 1.49 3.28 2.07
O -3.57 0.33 1.46
F -1.51 -0.97 4.88
Na 0.09 0.24 -0.46
C 3.90 1.72 -2.91
C 2.27 4.82 -1.65
N 3.79 -2.23 1.59
H 4.84 -2.01 -0.20
O -1.77 -0.32 -1.37
F -3.35 -0.90 3.79
O 0.28 -0.35 2.99
C 3.23 3.91 -2.06
H 0.17 5.12 -1.28
H -0.16 -1.05 -6.82
C 2.32 -2.30 -0.81
O -1.39 1.42 2.84
H 1.35 -2.69 -5.75
B -2.60 1.82 -0.36
H 2.54 5.85 -1.46
C 1.82 1.08 -5.08
C 2.65 0.17 -4.42
H 1.78 -4.81 -0.36
H 2.36 -0.78 2.13
C 1.48 -1.63 -5.56
H 1.96 2.13 -4.89
C -2.04 -1.06 3.63
H -5.11 5.93 -3.10
C 0.94 4.40 -1.53
H 5.04 -3.59 0.61
H -0.49 -1.24 -2.65
C 0.62 3.06 -1.70
C 0.64 -0.71 -6.18
H 4.94 2.04 -2.90
H -0.77 -2.11 -1.12
H -4.58 6.96 -0.93
N 3.68 0.51 -3.57
H -4.55 3.54 -3.54
F -4.29 -2.17 1.15
C 2.77 -3.23 -3.54
C -1.25 -1.50 -1.90
F -2.58 -3.02 0.15
C 4.32 -2.80 0.36
H 0.17 1.37 -6.40
H 2.83 -1.51 -1.37
H 4.24 -0.28 -3.29
H 3.28 -5.20 0.52
C 2.81 -1.19 1.23
O -3.23 2.02 -1.60
H -2.02 -2.11 -2.39
N 1.99 -3.87 1.49
H 3.76 -4.08 2.59
N 1.74 -1.73 0.39
C -4.31 4.01 -2.59
S -1.01 0.08 2.51
C 2.57 -4.40 0.26
H 0.24 -3.20 0.54
C -3.70 5.20 -0.08
C 2.92 2.56 -2.35
H 2.06 1.68 2.57
S -2.65 0.00 0.33
H 2.79 2.48 1.15
H -0.42 2.73 -1.62
C 2.47 -1.20 -4.71
H 1.52 -2.71 -1.43
C -3.41 -1.93 0.16
C -4.62 5.34 -2.33
H 3.50 -3.67 -2.86
H 0.63 -2.36 2.04
H -3.49 5.64 0.88
N 3.28 -3.37 -0.51
H 2.61 -2.86 3.20
H 4.26 4.24 -2.20
C 3.06 -3.29 2.30
C 1.05 -2.79 1.14
C 1.59 2.07 -2.00
H 0.73 2.25 0.16
H 3.32 -0.39 0.68
N -1.22 -0.43 1.04
O 0.90 1.65 0.91
C -3.67 3.30 -1.59
C 1.86 2.31 1.71
H 1.86 -2.99 -2.98
C -3.37 3.89 -0.36
```

Atom charges from the Mulliken analysis, given in e for atoms 1 to 5:
1. O -0.712
2. C -0.764
3. O -0.540
4. H 0.448
5. C -0.498